No. 1
# C5H15N2O

2 unconnected molecules or ions with the total composition C5H15N2O (ωB97M-V/def2-TZVPD, OMol25).

The geometry in XYZ format:
```
23
Properties=species:S:1:pos:R:3:mulliken_charge:R:1
C 0.148 -0.434 -2.201 -1.124
C 1.096 -0.649 -0.956 -0.224
C 1.041 0.630 -0.028 -0.880
C -0.272 0.690 0.547 0.094
C -0.903 1.858 0.707 0.179
N -2.178 2.145 1.038 -0.391
N -1.151 -0.526 0.870 -0.233
H 0.460 -0.605 -3.240 0.367
H -0.469 0.544 -2.109 0.251
H -0.550 -1.259 -2.443 0.297
H 0.648 -1.528 -0.368 0.104
H 2.242 -0.832 -1.320 0.342
H 1.353 1.471 -0.660 0.312
H 1.895 0.514 0.690 0.286
H -0.481 2.814 0.233 0.262
H -2.449 3.113 0.956 0.224
H -2.801 1.528 1.460 0.136
H -0.602 -1.356 1.004 0.251
H -1.443 -0.477 1.808 0.397
H -1.843 -0.705 0.230 0.325
H 2.465 -1.640 1.442 0.330
H 2.087 -3.017 0.927 0.336
O 1.709 -2.280 1.413 -0.641
```

Calculated values
- Highest occupied orbital energy: -12.556 eV
- Orbital gap: 9.26 eV
- Total charge: +1
- Lowest unoccupied orbital energy: -0.1212 Eh
- Multiplicity: 1
- Energy relative to the best compared isomer or geometry (same formula, charge and spin): 3.147 eV

=====

No. 2
# C5H15N2S

C5H15N2S in the gas phase (ωB97M-V/def2-TZVPD, OMol25).

The geometry in XYZ format:
```
23
Properties=species:S:1:pos:R:3:mulliken_charge:R:1
C -0.168 -0.167 -1.411 -0.621
N 0.094 -0.600 0.035 -0.165
C -0.906 -0.058 0.953 0.265
C -0.247 0.412 2.310 -1.013
S 1.368 1.113 1.976 -0.328
C -2.062 -1.201 1.330 -1.195
C 0.993 -0.116 -2.421 -1.186
N 1.931 0.852 -1.781 -1.301
H -0.853 -0.806 -1.848 0.400
H -0.619 0.915 -1.230 0.387
H 0.328 -1.523 0.090 0.194
H -1.559 0.879 0.598 0.352
H -1.019 0.973 2.924 0.414
H -0.194 -0.576 3.012 0.263
H 0.859 2.349 2.004 0.148
H -2.993 -0.811 0.774 0.249
H -2.175 -1.350 2.359 0.432
H -1.714 -2.233 0.955 0.274
H 0.593 0.093 -3.400 0.377
H 1.634 -1.071 -2.594 0.441
H 2.909 0.541 -1.790 1.047
H 1.989 0.561 -0.795 -0.114
H 1.813 1.826 -2.051 0.679
```

Calculated values
- Highest occupied orbital energy (alpha / beta): -3.314 / -8.951 eV
- Orbital gap (alpha / beta): 4.04 / 9.65 eV
- Lowest unoccupied orbital energy (alpha / beta): 0.0268 / 0.0256 Eh
- Multiplicity: 2
- Energy relative to the best compared isomer or geometry (same formula, charge and spin): 4.335 eV

=====

No. 3
# C5H15N3

C5H15N3 in the gas phase (ωB97M-V/def2-TZVPD, OMol25).

The geometry in XYZ format:
```
23
Properties=species:S:1:pos:R:3:mulliken_charge:R:1
C -1.975 1.075 0.259 -1.371
C -0.938 0.003 0.703 -0.072
C 0.194 0.648 1.637 -0.683
C 0.940 1.712 0.879 -0.521
N 2.153 1.196 0.141 -0.599
N -0.175 -0.534 -0.491 -0.319
C -0.336 -1.962 -0.784 -0.530
N 0.185 -2.289 -2.079 -0.582
H -2.693 0.550 -0.412 0.392
H -2.608 1.347 1.135 0.393
H -1.611 2.057 -0.074 0.273
H -1.381 -0.846 1.257 0.376
H 0.827 -0.152 2.118 0.331
H -0.410 1.126 2.382 0.360
H 1.533 2.230 1.663 0.331
H 0.412 2.544 0.354 0.276
H 1.998 0.378 -0.420 0.276
H 2.453 2.048 -0.303 0.216
H -0.413 0.159 -1.181 0.304
H -1.347 -2.346 -0.650 0.375
H 0.149 -2.502 0.033 0.282
H -0.319 -2.167 -2.935 0.225
H 1.090 -1.809 -2.146 0.267
```

Calculated values
- Highest occupied orbital energy: -8.312 eV
- Orbital gap: 9.33 eV
- SMILES string: C[C@H](CCN)NCN
- Lowest unoccupied orbital energy: 0.0374 Eh
- Multiplicity: 1
- Energy relative to the best compared isomer or geometry (same formula, charge and spin): 2.107 eV

=====

No. 4
# C5H15N3

C5H15N3 in the gas phase (ωB97M-V/def2-TZVPD, OMol25).

The geometry in XYZ format:
```
23
Properties=species:S:1:pos:R:3:mulliken_charge:R:1
C 0.220 0.384 1.340 -0.702
N -0.973 -0.349 1.803 -0.342
C -1.682 0.587 2.671 -0.970
C 0.649 -0.696 0.233 0.136
C -0.251 -0.664 -0.991 -0.677
C -0.228 0.654 -1.785 -0.776
N 0.241 0.554 -3.147 -0.599
N 2.105 -0.670 -0.080 -0.684
H 0.115 1.388 1.052 0.294
H 0.770 0.292 2.252 0.531
H -1.571 -0.522 1.001 0.182
H -2.368 -0.165 3.163 0.361
H -1.025 1.051 3.346 0.360
H -2.114 1.428 2.040 0.265
H 0.616 -1.698 0.648 0.199
H -1.306 -0.987 -0.693 0.419
H 0.157 -1.436 -1.667 0.394
H 0.411 1.467 -1.339 0.326
H -1.202 1.142 -1.725 0.332
H 1.095 -0.019 -3.288 0.256
H -0.579 0.292 -3.650 0.234
H 2.741 -0.571 0.774 0.258
H 2.392 0.008 -0.755 0.201
```

Calculated values
- Highest occupied orbital energy: -8.820 eV
- Orbital gap: 9.80 eV
- SMILES string: CNC[C@H](N)CCN
- Lowest unoccupied orbital energy: 0.0360 Eh
- Multiplicity: 1
- Energy relative to the best compared isomer or geometry (same formula, charge and spin): 2.597 eV

=====

No. 5
# C5H15N3

C5H15N3 in the gas phase (ωB97M-V/def2-TZVPD, OMol25).

The geometry in XYZ format:
```
23
Properties=species:S:1:pos:R:3:mulliken_charge:R:1
C -1.748 0.669 1.421 -0.910
N -1.092 -0.537 0.906 -0.366
C -0.150 -0.353 -0.211 0.256
C 1.317 -0.336 0.294 -0.869
C 1.778 1.003 0.797 -0.537
N 2.079 1.996 -0.270 -0.645
C -0.363 -1.482 -1.231 -0.820
N -1.585 -1.268 -2.022 -0.594
H -1.147 1.566 1.280 0.337
H -1.839 0.579 2.507 0.294
H -2.715 0.837 0.939 0.295
H -1.802 -1.189 0.631 0.287
H -0.353 0.608 -0.703 0.269
H 1.343 -1.039 1.130 0.396
H 1.931 -0.728 -0.520 0.341
H 1.021 1.496 1.407 0.177
H 2.674 0.953 1.413 0.387
H 3.056 1.981 -0.492 0.249
H 1.649 1.717 -1.147 0.222
H -0.347 -2.420 -0.666 0.332
H 0.532 -1.517 -1.857 0.373
H -2.061 -0.448 -1.659 0.264
H -2.179 -2.085 -1.949 0.264
```

Calculated values
- Highest occupied orbital energy: -8.840 eV
- Orbital gap: 9.91 eV
- SMILES string: CN[C@H](CN)CCN
- Lowest unoccupied orbital energy: 0.0393 Eh
- Multiplicity: 1
- Energy relative to the best compared isomer or geometry (same formula, charge and spin): 1.272 eV

=====

Let's list F_max in order: 0.088 0.107 0.069 0.107 0.030 hartree/bohr.